No. 1
{
  "formula": "C37H50BN4O3PS2",
  "method": "ωB97M-V/def2-TZVPD",
  "elements": ["C", "C", "B", "O", "C", "C", "C", "C", "C", "C", "S", "C", "S", "N", "C", "C", "C", "C", "C", "C", "C", "C", "C", "C", "C", "C", "C", "C", "C", "C", "N", "C", "C", "C", "C", "N", "O", "C", "P", "O", "N", "C", "H", "H", "H", "H", "H", "H", "H", "H", "H", "H", "H", "H", "H", "H", "H", "H", "H", "H", "H", "H", "H", "H", "H", "H", "H", "H", "H", "H", "H", "H", "H", "H", "H", "H", "H", "H", "C", "C", "C", "C", "C", "C", "H", "H", "H", "H", "H", "H", "H", "H", "H", "H", "H", "H", "H", "H"],
  "coordinates": [[3.227514, -2.392204, 1.531852], [3.820583, -0.986120, 1.298132], [3.758180, -0.562384, -0.218822], [4.868739, -0.472975, -0.998995], [2.364966, -0.197774, -0.866239], [1.831751, 1.054636, -0.813224], [0.573752, 1.391036, -1.383937], [0.117654, 2.819705, -1.278370], [-1.179494, 3.072702, -0.487347], [-2.213624, 3.841872, -1.293521], [-3.757006, 4.105644, -0.388103], [-4.871656, 3.016545, -1.281026], [-5.128711, 3.280476, -2.867382], [-5.426551, 1.993553, -0.535219], [-5.700599, 2.252868, 0.869010], [-4.698398, 1.970747, 1.781576], [-4.890485, 2.190292, 3.131748], [-6.101224, 2.688190, 3.582916], [-7.111428, 2.938275, 2.673805], [-6.920081, 2.722177, 1.320893], [-6.404437, 1.171718, -1.220025], [-6.056920, -0.141296, -1.456982], [-6.931408, -0.994691, -2.110440], [-8.160757, -0.525357, -2.530845], [-8.512817, 0.789953, -2.276075], [-7.644257, 1.639267, -1.624222], [-0.153108, 0.433133, -2.035485], [-1.490860, 0.716602, -2.654975], [-2.663130, 0.337000, -1.724070], [0.363086, -0.884043, -2.108759], [-0.361900, -1.851433, -2.731477], [0.141891, -3.052400, -2.807408], [-0.683474, -4.084937, -3.518769], [-0.381203, -4.048184, -5.025072], [-1.236893, -5.027319, -5.782893], [-2.580499, -4.660538, -6.002809], [-0.795453, -6.081938, -6.171157], [1.422545, -3.341449, -2.255468], [2.173795, -4.992660, -2.295138], [1.834564, -5.847764, -1.136837], [2.131947, -2.442606, -1.631283], [1.615844, -1.192344, -1.533869], [2.141549, -2.355367, 1.556728], [3.562992, -2.773838, 2.494278], [3.526595, -3.105786, 0.768495], [4.834532, -0.922340, 1.696302], [3.171855, -0.284985, 1.827968], [5.636643, -0.795655, -0.515844], [2.385271, 1.846130, -0.323230], [0.037848, 3.242052, -2.282780], [0.921172, 3.368021, -0.792924], [-0.922569, 3.708422, 0.360038], [-1.601278, 2.166252, -0.056760], [-1.826163, 4.841079, -1.488318], [-2.425514, 3.393613, -2.261291], [-3.757284, 1.587032, 1.418178], [-4.079420, 1.971133, 3.809677], [-6.238672, 2.870816, 4.637785], [-8.061868, 3.307926, 3.029017], [-7.727922, 2.923878, 0.637178], [-5.095564, -0.501003, -1.121327], [-6.629607, -2.018354, -2.273930], [-8.834437, -1.184354, -3.057382], [-9.474436, 1.149610, -2.610827], [-7.920273, 2.669882, -1.462942], [-1.591987, 0.097247, -3.541649], [-1.563295, 1.755745, -2.963353], [-3.061421, -0.638827, -1.986387], [-3.444021, 1.094510, -1.766699], [-2.338067, 0.281093, -0.685072], [-0.516996, -5.081354, -3.112015], [-1.726887, -3.823913, -3.355208], [0.669491, -4.278567, -5.189388], [-0.527006, -3.018470, -5.357883], [-2.719437, -3.664803, -5.895504], [-3.238435, -5.171319, -5.431426], [3.536589, -4.706619, -2.472677], [1.775292, -5.543900, -3.524465], [7.645764, 2.980291, 6.030938], [7.924941, 2.279951, 4.704287], [6.709005, 1.554346, 4.131642], [6.151804, 0.428708, 5.002475], [7.142480, -0.681300, 5.345972], [7.665804, -1.432004, 4.124757], [7.363521, 2.271493, 6.810699], [8.528519, 3.516647, 6.380891], [6.835851, 3.704984, 5.924746], [8.756252, 1.580475, 4.828304], [8.258929, 3.022464, 3.975185], [6.966034, 1.159656, 3.144081], [5.910845, 2.284341, 3.962469], [5.292412, -0.011493, 4.485516], [5.756896, 0.847574, 5.932172], [6.643704, -1.392779, 6.008829], [7.983216, -0.274667, 5.914695], [6.839862, -1.872395, 3.560955], [8.332106, -2.240774, 4.426630], [8.224349, -0.776484, 3.454701]],
  "forces_ev_per_angstrom": [[0.231, 0.081, 0.172], [-0.351, -0.062, -0.401], [-0.132, -0.143, 0.190], [-0.061, -0.131, 0.006], [0.348, -0.034, -0.079], [-0.186, 0.104, 0.041], [0.341, 0.041, 0.133], [0.146, 0.043, 0.013], [0.025, 0.279, 0.263], [0.129, 0.282, -0.206], [-0.214, -0.125, 0.373], [0.212, -0.021, 0.246], [0.096, -0.274, -0.333], [-1.037, 1.196, -0.325], [0.499, -0.535, 0.110], [0.138, -0.143, -0.012], [0.121, -0.001, -0.115], [0.206, -0.073, 0.094], [-0.150, 0.085, 0.252], [-0.102, 0.115, -0.204], [0.190, -0.268, 0.195], [0.128, -0.214, 0.132], [0.122, 0.020, 0.075], [0.077, -0.186, -0.028], [-0.247, -0.071, -0.158], [0.043, 0.248, 0.032], [-0.356, 0.024, -0.229], [-0.198, -0.450, 0.122], [0.275, 0.318, 0.102], [0.120, -0.262, 0.068], [0.017, 0.140, -0.024], [-0.085, 0.022, 0.164], [-0.061, 0.033, -0.117], [0.354, 0.415, 0.115], [0.051, -0.369, -0.406], [0.320, 0.415, 0.217], [-0.231, 0.033, 0.376], [0.024, -0.215, -0.288], [-0.208, -0.330, 0.405], [0.043, 0.002, 0.029], [0.095, 0.185, 0.018], [-0.107, 0.003, -0.077], [-0.099, -0.049, -0.123], [-0.057, -0.081, 0.081], [0.004, -0.075, -0.057], [0.061, 0.044, 0.108], [0.248, 0.173, 0.280], [0.152, 0.133, -0.070], [0.025, 0.080, 0.060], [-0.106, 0.018, -0.068], [0.085, 0.139, -0.051], [-0.043, -0.096, 0.198], [0.021, -0.091, -0.193], [0.040, 0.056, -0.139], [-0.193, 0.004, 0.041], [0.066, -0.042, -0.042], [-0.012, 0.012, 0.160], [-0.130, 0.021, 0.074], [-0.097, 0.045, -0.045], [-0.034, 0.015, -0.080], [0.008, 0.020, 0.029], [-0.076, -0.105, -0.087], [-0.119, -0.012, -0.022], [-0.065, 0.108, 0.017], [0.018, 0.095, -0.041], [0.075, 0.135, -0.221], [0.077, 0.020, 0.004], [-0.079, -0.029, -0.078], [-0.043, -0.280, -0.160], [0.023, -0.052, 0.058], [0.031, -0.093, 0.008], [-0.089, -0.032, 0.054], [0.023, -0.166, -0.125], [-0.183, 0.017, -0.135], [-0.134, -0.024, 0.254], [-0.111, -0.299, -0.345], [0.009, 0.105, -0.065], [0.109, 0.124, -0.187], [0.072, -0.032, -0.032], [-0.042, 0.046, 0.053], [0.007, -0.006, -0.079], [-0.052, 0.018, 0.056], [-0.023, -0.049, -0.073], [0.012, 0.022, 0.098], [-0.015, 0.002, 0.003], [-0.008, 0.012, 0.012], [-0.025, -0.013, 0.014], [0.000, -0.013, -0.017], [0.025, -0.014, -0.009], [-0.005, -0.012, 0.003], [0.005, 0.013, -0.005], [0.003, -0.022, 0.004], [-0.002, 0.019, -0.008], [0.019, 0.005, 0.028], [-0.006, 0.017, 0.006], [0.006, 0.012, -0.032], [0.006, -0.015, -0.042], [-0.006, -0.003, -0.013]],
  "energy_ha": -3047.29994,
  "smiles": "CCB(O)c1cc(CCCSC(=S)N(c2ccccc2)c2ccccc2)c(CC)c2nc(CCC(N)=O)c([PH2]=O)nc12.CCCCCC"
}


No. 2
{
  "formula": "C37H50Ge2N5O2Sr",
  "method": "ωB97M-V/def2-TZVPD",
  "elements": ["Sr", "C", "C", "C", "C", "C", "C", "C", "N", "N", "C", "C", "C", "C", "C", "C", "N", "C", "C", "C", "C", "C", "C", "N", "H", "H", "H", "H", "H", "H", "H", "H", "H", "H", "H", "H", "H", "H", "H", "H", "H", "H", "H", "H", "C", "C", "Ge", "C", "C", "C", "C", "Ge", "C", "C", "C", "C", "C", "C", "C", "C", "C", "C", "H", "H", "H", "H", "H", "H", "H", "H", "H", "H", "H", "H", "H", "H", "H", "H", "H", "H", "H", "H", "H", "H", "H", "H", "H", "H", "N", "C", "C", "O", "O", "H", "H", "H", "H"],
  "coordinates": [[0.461087, 0.339431, 1.528908], [3.402989, -1.200642, 2.581311], [2.575609, -1.124823, 3.885943], [2.356705, 0.280079, 4.419018], [2.946532, 0.699242, 5.603953], [2.723931, 1.991209, 6.049981], [1.919937, 2.835654, 5.301217], [1.377999, 2.348831, 4.125568], [1.596480, 1.104332, 3.690542], [2.650396, -1.130748, 1.302913], [2.155709, -2.454043, 0.861894], [0.951191, -2.987932, 1.635769], [0.873509, -4.316039, 2.013371], [-0.261767, -4.757761, 2.681099], [-1.276646, -3.862519, 2.969088], [-1.124274, -2.547221, 2.558376], [-0.045420, -2.129434, 1.894795], [3.474428, -0.488738, 0.254974], [3.674150, 1.002575, 0.479607], [4.930138, 1.578337, 0.403732], [5.049847, 2.952752, 0.560279], [3.914636, 3.706491, 0.796777], [2.696710, 3.048360, 0.869591], [2.573809, 1.732007, 0.713883], [4.001752, -2.119809, 2.572827], [4.109811, -0.369134, 2.593108], [3.113194, -1.692084, 4.646662], [1.615598, -1.631692, 3.769912], [3.559985, 0.013284, 6.172700], [3.168250, 2.333862, 6.975481], [1.709214, 3.848637, 5.613446], [0.737826, 2.990111, 3.522990], [2.954559, -3.205149, 0.908170], [1.862025, -2.366458, -0.187052], [1.687344, -4.994300, 1.793112], [-0.344259, -5.793001, 2.985873], [-2.166894, -4.164597, 3.502004], [-1.872803, -1.791166, 2.769249], [2.968758, -0.617634, -0.705346], [4.454896, -0.974031, 0.169174], [5.801201, 0.963127, 0.220564], [6.020388, 3.427980, 0.502849], [3.959142, 4.778317, 0.926992], [1.780042, 3.598027, 1.061903], [-0.947825, 3.979899, -2.899766], [-0.844638, 3.015347, -1.717603], [-0.488515, 1.186888, -2.307696], [1.425284, 0.910439, -2.663175], [1.869374, 1.493810, -4.007640], [-1.577547, 0.705997, -3.856345], [-2.308714, -0.376489, -3.512891], [-1.780489, -0.758947, -1.655729], [-0.915440, -2.516950, -1.537723], [-1.552645, -3.574980, -2.442210], [-3.076087, -0.546209, -0.201722], [-4.018866, -1.723580, 0.045366], [-3.215935, -1.103025, -4.435868], [-3.080479, -0.976743, -5.820264], [-3.930135, -1.651396, -6.680744], [-4.928630, -2.473752, -6.172957], [-5.061151, -2.624348, -4.801656], [-4.203224, -1.948658, -3.944285], [-1.217334, 4.987881, -2.576827], [-1.710184, 3.660772, -3.613064], [-0.009762, 4.063105, -3.453182], [-1.764760, 3.011925, -1.132709], [-0.059099, 3.328345, -1.023994], [1.619307, -0.167816, -2.650573], [2.011592, 1.349859, -1.851510], [1.293757, 1.068600, -4.831902], [2.923937, 1.296644, -4.213284], [1.732321, 2.576369, -4.045177], [-1.643998, 1.162339, -4.842746], [-0.942939, -2.849833, -0.497331], [0.140371, -2.404241, -1.806820], [-2.587666, -3.781432, -2.159200], [-1.008976, -4.521084, -2.395366], [-1.573100, -3.258478, -3.486397], [-3.625928, 0.385481, -0.350140], [-2.484599, -0.375602, 0.704040], [-4.761656, -1.830778, -0.744263], [-4.574853, -1.610953, 0.979135], [-3.478351, -2.672791, 0.109438], [-2.291680, -0.355602, -6.225039], [-3.807800, -1.542460, -7.750579], [-5.589516, -3.001767, -6.847902], [-5.828392, -3.271624, -4.396652], [-4.311279, -2.088791, -2.876055], [-1.456765, 4.218614, 2.594292], [-2.188421, 3.028956, 3.025244], [-1.562178, 1.805895, 2.393359], [-1.394107, 0.749941, 3.057860], [-1.172752, 1.929708, 1.183546], [-1.927204, 5.057102, 2.909826], [-1.442641, 4.236401, 1.580557], [-3.249991, 3.024263, 2.741405], [-2.137409, 2.920062, 4.107708]],
  "forces_ev_per_angstrom": [[0.374, -0.282, -0.538], [-0.048, 0.042, -0.104], [0.064, 0.021, -0.005], [0.130, -0.099, -0.208], [-0.033, -0.077, 0.018], [-0.005, 0.057, 0.042], [0.015, -0.036, -0.024], [0.048, 0.008, 0.090], [0.114, 0.038, 0.169], [-0.003, -0.010, 0.150], [0.006, 0.031, 0.211], [0.121, 0.180, -0.048], [0.044, -0.029, 0.001], [-0.006, -0.070, 0.025], [-0.005, 0.066, -0.043], [0.048, -0.085, -0.036], [0.198, -0.192, 0.009], [-0.009, -0.029, 0.150], [-0.112, -0.194, 0.068], [0.034, 0.021, -0.028], [0.046, 0.033, 0.005], [-0.063, -0.041, -0.002], [-0.009, 0.052, 0.014], [0.104, -0.179, -0.072], [-0.017, -0.023, 0.096], [0.008, -0.005, -0.038], [0.018, 0.014, -0.004], [-0.008, 0.050, -0.019], [0.004, 0.013, 0.001], [0.003, -0.012, -0.006], [0.013, -0.010, 0.014], [-0.018, -0.067, -0.040], [0.024, 0.008, -0.036], [-0.040, 0.011, -0.016], [-0.008, 0.000, 0.009], [0.011, 0.005, -0.011], [0.011, -0.015, -0.006], [-0.004, -0.008, -0.008], [-0.029, -0.007, 0.006], [0.007, -0.006, -0.015], [-0.009, -0.002, 0.003], [0.002, -0.021, -0.007], [0.020, -0.005, -0.007], [0.005, -0.020, -0.008], [-0.017, 0.106, -0.094], [0.015, 0.202, 0.123], [0.101, 0.111, -0.089], [0.239, -0.041, -0.107], [0.027, 0.042, -0.077], [-0.069, -0.116, 0.008], [-0.063, 0.093, -0.413], [-0.166, -0.059, 0.160], [0.167, -0.263, 0.039], [-0.079, -0.076, -0.051], [-0.135, -0.083, 0.255], [-0.051, -0.109, -0.008], [0.169, 0.094, 0.132], [-0.037, -0.010, -0.024], [0.020, 0.014, 0.045], [0.004, -0.009, -0.047], [0.031, 0.022, 0.018], [-0.177, -0.087, -0.025], [0.013, -0.021, 0.043], [-0.006, -0.033, 0.034], [0.002, -0.039, 0.042], [-0.021, -0.024, -0.038], [0.018, -0.008, -0.016], [-0.025, 0.011, -0.020], [-0.028, 0.023, 0.016], [-0.010, -0.009, 0.028], [-0.006, -0.017, 0.037], [-0.011, -0.024, 0.039], [0.016, 0.017, 0.030], [0.012, -0.015, 0.027], [-0.022, 0.033, -0.009], [0.045, 0.030, 0.022], [0.014, 0.014, 0.025], [0.039, 0.018, 0.042], [-0.019, -0.031, -0.059], [0.055, 0.027, -0.002], [0.000, 0.020, -0.068], [0.035, 0.065, 0.001], [0.029, 0.029, -0.012], [-0.016, -0.013, -0.015], [-0.009, -0.006, 0.000], [-0.007, -0.002, 0.018], [0.000, 0.004, -0.005], [0.030, 0.068, 0.049], [0.018, -0.035, 0.000], [-0.067, -0.068, 0.147], [-0.203, 0.224, -0.201], [-0.325, 0.197, -0.062], [-0.596, 0.547, 0.294], [-0.004, 0.013, 0.014], [0.009, 0.002, -0.005], [0.008, 0.012, 0.001], [0.004, 0.034, 0.003]],
  "charge": 1,
  "energy_ha": -6048.65161
}